C21H26N6O2OsS3 as an isolated structure, computed with wB97M-V/def2-TZVPD.

Its total charge is +2. The total energy comes out at -2579.53693 hartree.

XYZ file:
```
59
Properties=species:S:1:pos:R:3:forces:R:3:lowdin_charge:R:1
Os -0.295 -0.547 0.360 -0.2 -0.3 0.1 1.29
O 0.285 2.138 4.041 0.0 -0.2 -0.1 0.09
C -0.483 3.138 3.567 -0.1 0.1 -0.1 -0.24
C -0.589 4.274 4.370 0.0 0.0 0.0 0.01
C -1.357 5.340 3.967 0.0 0.0 -0.1 -0.04
C -2.046 5.311 2.748 0.0 0.0 0.0 -0.06
C -1.945 4.201 1.949 0.0 0.0 0.0 -0.02
C -1.164 3.095 2.335 0.0 0.0 0.1 -0.09
C -1.074 1.954 1.439 -0.1 0.0 -0.2 -0.38
O -0.319 0.928 1.763 0.1 0.0 -0.2 -0.25
N -1.719 1.933 0.301 0.1 0.0 0.2 0.00
N -1.471 0.758 -0.414 -0.2 -0.1 0.3 -0.30
C -2.291 0.733 -1.500 0.0 -0.1 0.0 -0.87
S -2.289 -0.525 -2.650 0.0 -0.1 0.0 1.02
C -3.837 0.010 -3.447 0.0 0.0 0.0 -0.44
C -3.882 1.520 -3.376 0.0 0.0 0.0 -0.45
S -3.343 2.040 -1.719 0.0 0.0 0.0 1.12
H 0.223 1.381 3.438 0.0 0.2 0.1 0.08
H -0.058 4.282 5.312 0.0 0.0 0.0 0.13
H -1.430 6.211 4.605 0.0 0.0 0.0 0.12
H -2.650 6.153 2.441 0.0 0.0 0.0 0.11
H -2.466 4.161 1.003 0.0 0.0 0.0 0.11
H -4.661 -0.454 -2.906 0.0 0.0 0.0 0.10
H -3.823 -0.355 -4.472 0.0 0.0 0.0 0.10
H -4.893 1.896 -3.527 0.0 0.0 0.0 0.10
H -3.217 1.988 -4.101 0.0 0.0 0.0 0.10
C 2.500 -1.616 -0.066 -0.1 0.0 0.1 -0.11
C 4.011 -1.338 -0.306 0.0 0.0 0.0 -0.12
N 4.266 0.088 -0.328 0.0 0.0 0.0 -0.15
C 3.904 0.655 0.960 0.0 0.0 0.0 -0.12
C 2.390 0.451 1.229 0.0 0.0 -0.1 -0.11
N 1.771 -0.308 0.077 0.0 0.0 0.3 -0.29
C 1.970 0.488 -1.179 -0.1 0.0 0.0 -0.12
C 3.500 0.719 -1.386 0.0 0.0 0.0 -0.12
H 2.320 -2.192 0.843 0.0 0.0 0.0 0.13
H 2.068 -2.143 -0.906 -0.1 -0.1 -0.1 0.10
H 4.321 -1.773 -1.256 0.0 0.0 0.0 0.13
H 4.610 -1.795 0.480 0.0 0.0 0.0 0.13
H 4.143 1.717 0.964 0.0 0.0 0.0 0.14
H 4.501 0.179 1.736 0.0 0.0 0.0 0.13
H 1.865 1.397 1.308 0.0 0.0 0.0 0.11
H 2.195 -0.125 2.134 0.0 0.0 0.0 0.13
H 1.429 1.429 -1.062 0.0 0.0 0.0 0.12
H 1.524 -0.076 -2.000 0.0 0.0 0.0 0.11
H 3.716 1.786 -1.393 0.0 0.0 0.0 0.13
H 3.811 0.307 -2.346 0.0 0.0 0.0 0.13
C -1.106 -6.577 -0.974 0.0 0.0 0.0 0.00
C -0.872 -5.111 -0.934 0.0 0.0 -0.1 -0.26
C -0.435 -4.378 -2.040 0.0 -0.1 0.0 0.03
C -0.259 -3.017 -1.906 0.0 0.0 -0.1 -0.13
N -0.510 -2.411 -0.743 0.4 0.2 -0.2 -0.16
C -0.925 -3.204 0.258 -0.1 0.1 0.0 -0.72
S -1.121 -2.120 1.669 0.1 0.3 -0.1 0.81
N -1.109 -4.483 0.237 -0.1 0.0 0.1 0.17
H -0.803 -7.014 -1.921 0.0 0.0 0.0 0.09
H -2.167 -6.775 -0.808 0.0 0.0 0.0 0.11
H -0.566 -7.055 -0.155 0.0 0.0 0.0 0.11
H -0.226 -4.867 -2.981 0.0 0.0 0.0 0.13
H 0.081 -2.402 -2.729 0.0 0.0 0.0 0.11
```
Forces are in eV/Å.

=====

C21H27BrKO2P as an isolated structure, computed with wB97M-V/def2-TZVPD.

The total energy comes out at -4482.26077 hartree.

XYZ file:
```
53
Properties=species:S:1:pos:R:3:forces:R:3:lowdin_charge:R:1
K -1.109 -1.083 -2.617 -0.1 0.0 0.0 0.83
C 1.051 -0.954 1.476 0.0 0.0 0.0 -0.10
C -0.390 -0.945 2.008 0.0 0.0 0.0 -0.70
C -0.835 -2.394 2.228 0.0 0.0 0.0 -0.10
C -0.416 -0.179 3.330 0.0 0.0 0.0 -0.08
P -1.388 -0.206 0.600 0.0 -0.1 -0.1 1.10
C -0.904 1.560 0.647 0.0 0.0 -0.1 -0.37
C -0.043 1.970 -0.374 0.0 0.0 0.0 -0.10
C 0.421 3.278 -0.439 0.0 0.0 0.0 -0.07
C 0.016 4.202 0.510 0.0 0.0 0.0 -0.08
C -0.844 3.811 1.530 0.0 0.0 0.0 -0.08
C -1.293 2.502 1.602 0.0 0.0 0.0 -0.11
C -3.242 -0.283 0.930 0.1 0.1 0.1 -0.71
C -3.878 0.793 0.041 0.0 0.0 0.0 -0.10
C -3.720 -1.653 0.438 -0.1 -0.2 0.0 -0.12
C -3.736 -0.106 2.368 0.0 0.0 0.0 -0.09
H 1.709 -1.410 2.221 0.0 0.0 0.0 0.09
H 1.411 0.060 1.288 0.0 0.0 0.0 0.08
H 1.135 -1.525 0.549 0.0 0.0 0.0 0.08
H -0.126 -2.892 2.894 0.0 0.0 0.0 0.09
H -0.855 -2.949 1.287 0.0 0.0 0.0 0.08
H -1.820 -2.453 2.693 0.0 0.0 0.0 0.06
H 0.218 -0.699 4.054 0.0 0.0 0.0 0.09
H -1.416 -0.111 3.757 0.0 0.0 0.0 0.06
H -0.020 0.829 3.210 0.0 0.0 0.0 0.07
H 0.287 1.261 -1.126 0.0 0.0 0.0 0.08
H 1.096 3.564 -1.236 0.0 0.0 0.0 0.09
H 0.368 5.224 0.461 0.0 0.0 0.0 0.10
H -1.159 4.530 2.276 0.0 0.0 0.0 0.10
H -1.947 2.216 2.414 0.0 0.0 0.0 0.09
H -3.512 0.727 -0.988 0.0 0.0 0.0 0.07
H -3.665 1.798 0.403 0.0 0.0 0.0 0.07
H -4.962 0.656 0.021 0.0 0.0 0.0 0.09
H -3.468 -1.854 -0.607 0.0 0.1 0.0 0.06
H -4.810 -1.706 0.522 0.0 0.0 0.0 0.09
H -3.309 -2.467 1.033 0.0 0.0 0.0 0.06
H -3.450 0.856 2.789 0.0 0.0 0.0 0.06
H -3.366 -0.894 3.022 0.0 0.0 0.0 0.07
H -4.830 -0.156 2.380 0.0 0.0 0.0 0.09
Br 3.175 1.990 -3.393 0.0 0.0 0.0 0.77
C 3.940 0.249 -3.452 0.0 0.0 0.0 -0.59
C 5.324 0.220 -3.567 0.0 0.0 0.0 -0.15
C 5.996 -0.990 -3.575 0.0 0.0 0.0 -0.09
C 5.283 -2.173 -3.450 0.0 0.0 0.0 -0.08
C 3.906 -2.128 -3.324 0.0 0.0 0.0 -0.03
C 3.200 -0.925 -3.336 -0.1 0.0 0.0 -0.15
C 1.678 -1.017 -3.213 0.5 -0.1 0.2 -0.71
O 1.239 -2.081 -2.698 -0.1 0.2 -0.1 -0.16
O 0.996 -0.052 -3.619 -0.2 0.0 0.0 -0.19
H 5.868 1.151 -3.643 0.0 0.0 0.0 0.09
H 7.074 -1.004 -3.669 0.0 0.0 0.0 0.10
H 5.798 -3.125 -3.446 0.0 0.0 0.0 0.10
H 3.326 -3.033 -3.208 0.0 0.0 0.0 0.11
```
Forces are in eV/Å.

=====

One molecule with the formula C21H27ClN2O5, computed with wB97M-V/def2-TZVPD.

As for the SMILES: COc1c(C)cc(C(=O)NCCCOCCNC(=O)C#C[C@H]2CCOC2)cc1Cl. The total energy comes out at -1762.27432 hartree.

XYZ file:
```
56
Properties=species:S:1:pos:R:3:forces:R:3:lowdin_charge:R:1
C 6.224 -0.919 -3.060 0.0 0.0 0.0 -0.07
O 5.652 0.296 -2.577 0.0 0.0 0.0 -0.12
C 4.604 0.106 -1.721 0.0 0.0 0.0 -0.29
C 3.298 0.146 -2.215 0.0 0.0 0.0 -0.17
C 3.047 0.374 -3.678 0.0 0.0 0.0 -0.01
C 2.247 -0.014 -1.325 0.0 0.0 0.0 0.04
C 2.469 -0.186 0.036 0.0 0.0 0.0 -0.12
C 1.273 -0.324 0.928 0.0 0.0 0.0 -0.43
O 0.227 -0.811 0.526 0.0 0.0 0.0 0.07
N 1.417 0.136 2.197 0.0 0.0 0.0 0.07
C 0.283 0.179 3.105 0.0 0.0 0.0 -0.17
C -0.649 1.349 2.810 0.0 0.0 0.0 -0.15
C -1.839 1.405 3.745 0.0 0.0 0.0 -0.22
O -2.561 0.195 3.636 0.0 0.0 0.0 -0.15
C -3.921 0.303 4.003 0.0 0.0 0.0 -0.21
C -4.600 -1.009 3.655 -0.3 -0.1 0.0 -0.15
N -4.339 -1.407 2.276 0.5 0.4 0.1 0.06
C -4.776 -0.579 1.266 -0.4 -0.5 -0.3 -0.51
O -5.844 -0.004 1.283 0.2 0.3 0.2 0.08
C -3.855 -0.535 0.134 0.0 0.0 0.0 0.11
C -3.005 -0.487 -0.713 0.0 0.0 0.0 0.05
C -1.950 -0.427 -1.712 0.0 0.0 0.0 -0.30
C -2.387 -0.716 -3.153 0.0 0.0 0.0 -0.11
C -1.268 -0.057 -3.966 0.0 0.0 0.0 -0.18
O -0.618 0.882 -3.099 0.0 0.0 0.0 -0.15
C -1.343 0.965 -1.881 0.0 0.0 0.0 -0.17
C 3.769 -0.217 0.523 0.0 0.0 0.0 -0.05
C 4.826 -0.073 -0.359 0.0 0.0 0.0 -0.56
Cl 6.450 -0.108 0.247 0.0 0.0 0.0 0.72
H 7.028 -0.636 -3.734 0.0 0.0 0.0 0.09
H 6.628 -1.514 -2.239 0.0 0.0 0.0 0.07
H 5.481 -1.508 -3.604 0.0 0.0 0.0 0.09
H 1.991 0.581 -3.847 0.0 0.0 0.0 0.07
H 3.638 1.212 -4.046 0.0 0.0 0.0 0.09
H 3.327 -0.501 -4.270 0.0 0.0 0.0 0.08
H 1.231 0.011 -1.698 0.0 0.0 0.0 0.10
H 2.218 0.709 2.401 0.0 0.0 0.0 0.13
H -0.262 -0.758 3.005 0.0 0.0 0.0 0.12
H 0.667 0.237 4.126 0.0 0.0 0.0 0.13
H -0.097 2.290 2.889 0.0 0.0 0.0 0.12
H -1.010 1.256 1.783 0.0 0.0 0.0 0.11
H -1.520 1.557 4.786 0.0 0.0 0.0 0.13
H -2.482 2.250 3.470 0.0 0.0 0.0 0.12
H -4.027 0.506 5.077 0.0 0.0 0.0 0.13
H -4.391 1.125 3.451 0.0 0.0 0.0 0.13
H -4.238 -1.807 4.301 0.0 0.0 0.0 0.12
H -5.675 -0.912 3.804 0.0 0.0 0.0 0.12
H -3.378 -1.688 2.138 0.0 0.0 0.0 0.13
H -1.149 -1.105 -1.409 0.0 0.0 0.0 0.14
H -2.486 -1.780 -3.358 0.0 0.0 0.0 0.12
H -3.348 -0.238 -3.346 0.0 0.0 0.0 0.12
H -0.519 -0.781 -4.294 0.0 0.0 0.0 0.12
H -1.652 0.464 -4.846 0.0 0.0 0.0 0.12
H -2.132 1.724 -1.942 0.0 0.0 0.0 0.13
H -0.651 1.225 -1.081 0.0 0.0 0.0 0.12
H 3.979 -0.381 1.572 0.0 0.0 0.0 0.11
```
Forces are in eV/Å.

=====

The evaluated ΔE to the lowest compared entry with this formula, charge and spin for the records listed, in turn: 0.0; 0.0; 185.9 kJ/mol.
The evaluated LUMO energy for the records listed, in turn: -8.1037; -0.1717; 0.5681 eV.
The evaluated orbital gap for the records listed, in turn: 4.97; 8.24; 9.79 eV.